Molecular formula: C4H38O16V
Method: DFT, ωB97M-V with the def2-TZVPD basis set

For the HOMO energy (alpha / beta), the calculation gives -6.318 / -7.211 eV. The value obtained for the relative energy (zero: lowest compared OMol25 entry of this formula, charge and spin) is 0.000 eV. For the total energy, the calculation gives -63213.447 eV. The largest force on an atom comes out at 0.0475 hartree/bohr.

```
! RIJCOSX wB97M-V def2-TZVPD def2/J DEFGRID3
* xyz 0 4
V -0.358 0.119 0.129
O 0.507 -1.867 -0.809
O -1.492 -0.362 -5.339
O 1.791 0.794 0.125
O 3.085 -3.142 -1.296
O -3.413 0.863 2.580
O -3.182 -1.818 -2.428
O 1.797 -3.143 2.553
O -2.340 -0.619 0.459
O -0.994 1.929 1.245
O 0.124 -1.057 2.069
O 0.966 3.776 1.431
O -0.836 0.628 -2.020
O 0.467 0.914 4.561
O 2.227 -0.371 -2.743
O 2.489 2.245 -2.217
O -3.424 -3.286 1.857
C 3.424 -0.308 1.702
C -1.496 1.677 -2.581
C 3.056 0.922 0.814
C -2.850 2.098 -2.081
H -1.799 2.202 1.686
H -0.043 -0.553 2.865
H 0.662 -1.794 2.359
H 3.616 -3.803 -1.741
H -3.264 2.896 -2.697
H -0.899 2.584 -2.492
H -3.866 1.706 2.622
H 1.231 -2.493 -0.777
H -2.792 -1.462 0.444
H -3.320 0.596 3.495
H 3.318 1.906 -1.880
H -2.706 2.611 -1.130
H -2.827 -2.319 -3.162
H -2.651 -1.022 -2.401
H -0.380 2.647 1.402
H 4.459 -0.272 2.043
H 1.325 1.333 4.483
H 1.428 3.108 0.924
H -4.319 -3.627 1.844
H 0.179 1.121 5.450
H 2.196 -0.053 -1.840
H 1.870 2.126 -1.497
H -1.499 1.549 -3.664
H -0.121 -2.258 -1.416
H 3.413 -1.195 1.069
H -1.014 0.080 -4.637
H 1.645 0.217 -3.224
H 3.756 1.023 -0.015
H 1.539 4.542 1.395
H -2.410 -0.144 -5.177
H 2.358 -3.332 1.801
H -2.842 -0.088 1.076
H 2.978 -2.445 -1.942
H 2.724 -0.575 2.494
H 3.115 1.834 1.408
H -3.604 1.323 -1.945
H -2.876 -4.046 1.658
H 1.874 -3.916 3.111
*
```

---

Molecular formula: C4H39N2O14
Method: DFT, ωB97M-V with the def2-TZVPD basis set

For the HOMO energy, the calculation gives -12.130 eV. The value obtained for the relative energy (zero: lowest compared OMol25 entry of this formula, charge and spin) is 4.942 eV. For the total energy, the calculation gives -36418.581 eV. The largest force on an atom comes out at 0.1695 hartree/bohr.

```
! RIJCOSX wB97M-V def2-TZVPD def2/J DEFGRID3
* xyz 1 1
O 3.356 -2.477 -1.823
O 1.763 -0.307 -3.126
O 0.223 0.191 4.289
O -0.444 2.778 -3.251
O 0.054 -1.781 2.212
O 2.304 2.562 -2.080
O -2.704 -0.216 1.556
O -2.191 -2.162 -0.336
O -0.450 4.072 -0.534
O -0.599 -4.096 1.130
O 0.371 -3.518 -1.644
O -3.205 1.948 0.031
O -1.996 -2.293 3.876
O -0.841 1.513 2.394
N -1.708 0.584 -2.349
N 1.764 2.246 0.896
C 1.229 -0.010 0.061
C 2.277 0.887 0.695
C 0.158 0.589 -0.736
C -0.544 -0.011 -1.720
H 0.568 -2.389 2.702
H -3.430 0.430 1.350
H -0.066 0.106 5.227
H 1.587 -1.107 -2.587
H 0.379 -4.178 -2.355
H -0.497 1.210 3.250
H -0.839 -3.901 0.150
H 4.003 -2.500 -2.551
H 0.211 2.880 -2.558
H -2.301 -1.406 3.678
H 2.423 3.333 -2.738
H 2.413 1.685 -2.095
H 0.784 -0.646 0.797
H 2.582 0.389 1.698
H -2.232 -1.393 0.220
H 0.069 -0.566 3.881
H -0.535 4.033 0.428
H 2.375 2.963 0.457
H -3.020 -2.556 -0.169
H -0.184 1.559 1.785
H -2.179 -2.831 3.061
H 1.730 -0.778 -0.578
H 0.103 1.612 -0.417
H -0.537 -2.296 1.678
H 3.839 -2.451 -1.014
H -3.988 2.466 0.228
H -1.322 1.103 -3.197
H 1.657 2.590 1.887
H 3.215 0.937 0.086
H 0.463 3.748 -0.787
H 0.312 -4.434 1.161
H -1.047 3.369 -3.015
H -0.361 -1.125 -2.111
H 1.349 -3.579 -1.466
H -2.484 2.431 0.447
H 2.616 -0.667 -3.456
H -2.356 -0.079 -2.738
H -1.937 0.214 1.838
H -2.177 1.322 -1.717
*
```

---

Molecular formula: C4H39N2O14
Method: DFT, ωB97M-V with the def2-TZVPD basis set

For the HOMO energy, the calculation gives -11.131 eV. The value obtained for the relative energy (zero: lowest compared OMol25 entry of this formula, charge and spin) is 3.250 eV. For the total energy, the calculation gives -36420.273 eV. The largest force on an atom comes out at 0.0884 hartree/bohr.

```
! RIJCOSX wB97M-V def2-TZVPD def2/J DEFGRID3
* xyz 1 1
O -0.031 -1.320 3.057
O -0.972 3.146 2.426
O 1.464 -2.024 -3.227
O 0.803 0.487 -4.021
O 2.149 2.416 -2.784
O 2.718 0.483 -1.144
O -1.164 -1.816 -3.564
O 1.319 3.908 1.018
O 1.807 1.010 2.196
O -2.371 0.183 3.083
O -0.148 1.241 4.237
O 2.518 -1.080 0.991
O -3.480 2.056 1.647
O 0.842 -3.768 -1.253
N -2.123 -3.260 -0.940
N 0.243 -1.698 0.176
C -2.007 -1.878 -0.877
C -1.112 -1.073 -0.270
C -1.026 1.326 -1.218
C -1.123 0.413 0.053
H 0.266 -0.466 3.418
H -2.907 -1.304 -1.190
H -0.727 -2.334 -4.252
H 3.323 -1.218 1.475
H -2.786 -3.715 -1.512
H -0.452 0.738 0.835
H 2.837 2.192 -3.408
H 2.614 -0.313 -1.619
H 1.920 4.621 1.264
H -0.101 3.247 1.937
H 0.031 1.544 -1.501
H -1.523 0.681 2.941
H -2.378 -0.676 2.732
H 0.353 -2.703 -0.009
H 2.508 1.816 -2.067
H -3.953 1.981 2.470
H 1.021 -4.660 -1.479
H 0.544 1.361 -3.703
H 0.293 -1.470 1.188
H 3.239 0.124 -0.430
H -1.653 2.225 -1.145
H 1.638 -2.502 -4.024
H -0.720 -2.028 -2.739
H -2.227 0.597 0.382
H -3.895 2.803 1.245
H -1.251 -3.716 -0.849
H 1.131 -3.160 -1.954
H 1.141 -1.251 -0.119
H -0.407 2.085 3.884
H -1.344 0.873 -2.130
H 1.954 -0.462 1.463
H 0.981 0.956 2.706
H 0.843 4.343 0.288
H -0.561 1.015 5.043
H 1.203 -1.109 -3.408
H 0.434 0.223 -4.833
H 1.883 1.894 1.900
H -1.660 2.806 1.850
H -0.443 -1.713 3.842
*
```

---

Molecular formula: C4H39NO15
Method: DFT, ωB97M-V with the def2-TZVPD basis set

For the HOMO energy, the calculation gives -8.148 eV. The value obtained for the relative energy (zero: lowest compared OMol25 entry of this formula, charge and spin) is 6.114 eV. For the total energy, the calculation gives -36980.343 eV. The largest force on an atom comes out at 0.1399 hartree/bohr.

```
! RIJCOSX wB97M-V def2-TZVPD def2/J DEFGRID3
* xyz 0 1
O -5.065 -0.776 0.624
O 0.370 0.549 0.264
O 3.903 0.573 -1.599
O -2.012 3.205 -0.431
O -0.433 1.858 -2.910
O 4.383 1.095 0.867
O 1.139 0.794 -4.797
O -3.855 1.475 0.594
O 0.676 -0.098 3.058
O -3.301 -2.800 1.758
O 0.469 3.749 -1.350
O 3.394 -0.203 4.249
O 2.074 2.138 -2.608
O 2.399 -2.575 2.255
O -1.629 -1.375 3.222
N -2.163 -0.942 -0.806
C -0.917 -1.572 -0.350
C 0.387 -3.811 -0.424
C -0.615 -2.823 -1.126
C 0.371 -0.509 -0.610
H -2.967 1.427 1.149
H 2.535 -3.374 2.846
H -4.286 -2.884 1.795
H -1.603 -3.171 -1.399
H -1.050 -1.732 0.777
H 1.168 -1.122 -0.341
H -0.273 -0.299 3.053
H -3.024 -2.010 1.174
H 0.192 -0.174 -1.693
H 3.475 0.978 -0.782
H 4.787 0.835 -1.357
H -1.977 3.131 -1.366
H 0.850 0.558 2.320
H 5.289 1.196 0.966
H -0.256 1.413 -3.710
H 1.381 -3.898 -0.840
H 0.238 2.341 -2.539
H -2.163 -0.337 -1.628
H 1.471 3.830 -1.545
H 1.704 -1.878 2.505
H 3.128 0.389 3.428
H -1.564 4.066 -0.243
H -0.146 1.312 -0.041
H 0.337 -3.635 0.628
H -0.160 -2.483 -2.245
H 4.021 0.204 0.967
H -5.499 -0.557 -0.206
H 1.622 1.636 -3.281
H 2.562 -0.006 4.793
H -4.631 -0.066 0.884
H -2.061 -0.531 3.115
H 2.761 1.549 -2.356
H -0.049 -4.886 -0.499
H -3.953 2.417 0.543
H -2.195 -1.903 2.743
H -2.690 -0.504 -0.122
H 1.968 1.135 -5.184
H 0.072 4.608 -1.611
H 0.673 0.448 -5.558
*
```